Record 1
Density functional theory data (wB97M-V/def2-TZVPD) for C24H27Cl2N6NaOSe3Te as an isolated structure in a non-equilibrium geometry.

Atoms and positions in Å:
C  -1.8309  -1.2259  -4.0159
H  3.1008  2.0939  -2.0131
C  -1.4127  -0.5997  -2.8020
H  3.3608  2.1949  5.0867
N  -0.8296  -1.4741  -1.6970
H  -0.6672  -4.3610  -3.5444
N  -1.5889  1.0327  2.5555
C  -1.5798  0.8016  -2.5347
N  1.8131  1.7055  -0.3760
O  -1.2911  1.3688  -1.4196
Cl  -2.3298  3.2872  -3.3673
C  -1.6739  -2.6004  -4.2658
Se  -0.8377  -3.6606  3.9481
C  4.2335  1.6264  0.1496
H  4.4329  1.0321  -0.7391
C  -2.9041  0.4399  2.3965
Se  2.7853  -2.0833  3.2245
N  1.5653  -0.7978  -1.9712
H  1.0186  1.5044  5.5019
Na  -0.5237  1.2912  0.5370
H  4.2510  2.2109  2.7704
N  1.1022  1.2745  2.1674
H  -3.3958  0.1625  3.3361
C  -2.8761  -0.8193  1.4898
C  -2.3962  -0.3507  -4.9828
N  -2.0217  -0.6097  0.3265
C  -0.8116  0.6854  3.5212
H  -3.9164  -1.0495  1.2094
C  0.4718  -0.9240  -1.0710
H  -1.7352  1.1012  5.3957
Se  3.7646  -1.8136  1.0788
H  -2.9506  1.6189  -5.5684
C  2.7194  1.9295  4.2549
Cl  -2.9448  -1.0030  -6.5242
H  0.1493  -3.3586  -1.4594
H  -3.5446  1.1836  1.9109
H  2.4009  -1.1260  -1.4990
C  0.6193  1.1930  3.4050
C  -2.5237  0.9979  -4.7919
H  0.8520  0.6772  -3.2214
H  -2.7701  -1.9808  -1.1486
Te  0.2889  -1.8209  2.7300
C  -1.8685  -1.7091  -0.5867
H  0.2310  0.0141  -0.6392
C  2.7604  1.6263  0.4661
H  -1.5153  -2.5830  -0.0346
H  -0.4492  -0.1405  5.4789
H  2.5606  0.3473  -3.3473
H  4.5876  2.6482  -0.0295
C  -0.4719  -2.8385  -2.1698
C  1.7459  0.4828  -2.6318
H  -2.3265  0.2102  -0.1960
C  -0.9356  -3.3306  -3.3302
H  4.7945  1.1697  0.9591
C  2.0730  1.7816  -1.8023
H  0.7327  -1.6380  -0.2916
H  -1.9983  -0.5670  4.8221
C  2.3590  1.6099  1.9256
H  -2.5019  -1.6767  2.0580
C  3.2208  1.9503  2.9635
C  1.4074  1.5494  4.4947
H  -1.9949  -3.0320  -5.1978
C  -1.2759  0.2462  4.8871
C  -2.1172  1.5633  -3.6016
H  1.4084  2.5616  -2.1795

## Properties
ΔE to the lowest compared entry with this formula, charge and spin: 204.3 kJ/mol
Molar mass: 873.90 g mol⁻¹
Frontier orbital gap: 4.29 eV
2S+1: 1
LUMO level: 3.39 eV
Total charge: -2



Record 2
Density functional theory data (wB97M-V/def2-TZVPD) for a 6-piece molecular cluster, C30H76N5O11 overall in a non-equilibrium geometry.

Atoms and positions in Å:
C  -2.0247  1.7259  -1.4133
H  1.5228  2.5611  4.4469
H  -0.7191  -2.1316  -3.4808
H  2.5914  3.8428  2.5441
H  1.6155  0.7550  3.4825
H  1.7312  4.7343  -0.2885
H  0.6447  -0.8729  -5.0706
H  -4.8124  4.1205  0.5424
H  0.6803  0.2808  1.1347
C  -0.0688  0.9746  -2.5203
H  2.1470  2.1283  0.9372
H  -1.9087  -2.1552  0.3190
H  -2.3325  1.9308  0.5857
H  1.6800  -1.6431  -3.0219
H  -2.1185  -0.8400  3.3326
H  1.2662  -1.9978  -7.4620
H  -0.1126  7.2160  1.9016
C  4.0687  1.7970  1.4410
H  -4.3385  2.7346  1.7970
O  1.3048  5.6697  1.6766
O  -3.1994  -1.9308  1.6388
H  3.7722  -0.4854  -4.3447
C  1.5172  0.8860  -2.2593
H  -0.2439  1.8151  -0.7378
H  4.4246  -2.1455  1.6268
C  -2.8204  -0.8240  2.3928
H  -0.1926  -3.7420  -4.0415
H  3.4657  4.5147  1.3022
C  0.9153  -3.1053  -1.6439
H  -2.0285  -8.2691  -3.8950
H  2.6618  -2.2426  -0.8703
H  -0.3522  3.6780  3.6588
C  -2.0578  -6.0427  -2.9303
H  -1.6634  -3.3098  1.6838
O  2.0585  -3.6856  0.4751
H  3.0943  -3.8496  -1.3173
C  -3.1705  -3.6442  -0.0759
H  -3.9693  -4.1604  0.4575
H  -2.2684  0.8259  -1.0437
H  0.1130  -2.5125  -1.3574
C  -0.4093  1.3022  4.3687
H  -2.9085  -7.9864  -5.4717
N  -2.2084  -4.5028  -0.8779
O  2.0471  0.3656  -3.3780
H  0.3644  6.9874  0.2201
H  -3.8721  -0.1658  2.6350
H  -0.3733  -2.1945  -8.3103
H  1.5730  -3.3417  2.3837
C  2.8625  3.9268  1.4053
H  -3.8607  -5.2510  -1.8221
C  0.1123  -2.7098  -4.0167
O  -2.7854  5.0182  4.4695
C  -2.8578  -4.9506  -2.1294
H  4.1680  0.7356  -2.9389
H  -2.4949  1.8231  -2.4077
H  5.4131  -1.3355  2.6298
O  1.4537  0.6867  5.6328
H  3.3881  1.5244  2.5015
O  5.1179  -0.3333  0.8787
C  -2.6013  3.5794  4.1939
H  1.6336  -2.1987  -5.3019
H  3.2251  -0.2186  0.7254
H  1.7993  0.1552  -1.5176
H  -1.3923  -7.3497  -5.2340
H  0.7412  3.8247  0.8012
H  3.3009  -0.8601  -2.7004
C  1.3114  -2.8949  1.3189
H  0.1336  -3.2085  1.2905
C  0.2159  6.4833  1.1633
H  -0.3894  1.2648  -3.5065
C  -2.3564  -2.9668  0.9735
O  -2.7593  -6.4168  -4.0615
C  0.1906  -1.7784  -7.4329
H  -2.3708  3.3979  -0.4219
H  3.3503  0.0049  4.8200
H  -0.4811  0.2293  -2.3072
H  1.8284  -1.8986  1.1004
H  3.1881  0.1936  6.7014
C  -3.1174  5.7371  3.3089
C  3.4783  0.0023  -3.3021
H  3.3548  1.6698  5.5502
N  -0.6073  2.0379  -1.5827
C  0.6337  -2.0307  -5.1839
H  -1.9658  -5.3379  -0.2284
H  -3.4652  -2.7746  -0.8572
H  4.2200  0.8697  -0.6096
H  1.9867  1.7333  -1.9329
O  -0.2083  -2.4010  -6.3165
H  -1.8168  3.6346  2.4291
H  4.0813  -0.7145  2.5911
H  -2.9808  -4.0368  -2.8430
H  -0.7684  0.2442  3.8740
H  -3.5728  6.5946  3.4836
C  2.2503  -3.1860  -0.8146
H  -2.5108  2.9908  5.1201
H  -1.8737  -6.7099  -2.1210
H  -5.8380  2.6135  0.6475
C  -2.2836  -7.6542  -4.6219
H  -1.0450  -5.6339  -3.2873
H  0.6036  -4.1120  -1.7550
H  -0.5954  5.7103  0.9588
C  1.6102  4.5962  0.9019
N  1.2726  -2.7192  -3.0645
C  -1.3098  3.2722  3.2936
C  4.0842  0.4694  0.5002
H  4.8066  2.5090  1.8443
H  -1.9870  -0.4091  1.8074
C  4.8079  -1.2007  1.9617
H  0.0646  -0.6766  -7.5284
H  -0.7467  1.3828  5.3864
C  -4.7465  2.9828  0.7141
C  2.9035  0.5944  5.6520
H  -3.6036  5.0902  2.4818
N  -1.0721  1.9629  3.1744
C  -2.6488  2.5438  -0.3222
H  -2.2467  6.1410  2.9620
O  0.6367  1.2389  0.8721
N  3.1134  2.5946  0.8130
O  -4.0894  2.3930  -0.3534
H  -0.5730  1.8049  2.2418
H  -3.5046  3.2538  3.7325
C  1.0985  1.3870  4.4425

## Properties
ΔE to the lowest compared entry with this formula, charge and spin: 170.1 kJ/mol
Molar mass: 682.96 g mol⁻¹
Frontier orbital gap: 7.35 eV
2S+1: 1
LUMO level: 2.33 eV
Total charge: -1



Record 3
Density functional theory data (wB97M-V/def2-TZVPD) for a single C4H7FOS molecule in a non-equilibrium geometry.

Atoms and positions in Å:
H  -3.5602  0.0693  -0.5619
H  2.5881  -0.6595  0.6018
F  -1.9093  -1.5860  -0.7312
S  0.7864  0.6435  -0.7135
H  -2.6535  1.3649  0.4697
H  -0.1115  0.2064  1.4600
H  3.2394  0.5269  -0.6793
C  -2.7078  0.3836  0.0613
C  -1.6625  -0.4224  -0.0381
H  2.4293  1.0465  0.9089
C  -0.1959  -0.4035  0.4871
O  1.0085  -0.0343  -1.9688
H  0.2506  -1.4739  0.5939
C  2.4984  0.3385  0.1101

## Properties
ΔE to the lowest compared entry with this formula, charge and spin: 173.0 kJ/mol
Molar mass: 122.16 g mol⁻¹
Frontier orbital gap: 9.93 eV
2S+1: 1
LUMO level: 0.68 eV



Record 4
Density functional theory data (wB97M-V/def2-TZVPD) for C13H11NO3RuS as an isolated structure.

Atoms and positions in Å:
O  -0.2695  -0.6384  2.1061
H  4.5057  -1.8995  -2.8637
N  1.2834  -1.3419  -0.8610
Ru  -0.3376  -1.1672  0.3337
H  -1.7991  -2.8508  -1.3048
C  -1.6482  1.6792  0.7787
H  -3.5498  4.5098  0.8069
C  -1.3544  1.5665  2.1655
H  2.4802  -3.2663  -3.3274
O  -0.8935  -2.5941  -1.0861
H  2.2795  0.1450  0.1765
H  4.4091  -0.1598  -1.0660
H  -3.0643  4.2887  3.2216
H  -2.5790  2.8619  -0.7785
C  3.5974  -1.7383  -2.2988
C  3.5499  -0.7697  -1.3045
C  -1.8427  2.5319  3.0111
C  -2.4131  2.7710  0.2880
H  -1.5905  2.4842  4.0620
H  0.2517  -4.1520  -1.8396
O  0.0998  0.7163  3.8195
S  -1.0238  0.6663  -0.4225
C  -0.4315  0.5398  2.7719
C  0.0792  -3.0933  -2.0354
C  1.3247  -2.2895  -1.8225
C  2.4708  -2.5027  -2.5611
C  2.3749  -0.5891  -0.6123
C  -2.6608  3.5671  2.5228
C  -2.9413  3.6924  1.1673
H  -0.3070  -2.9674  -3.0472

## Properties
ΔE to the lowest compared entry with this formula, charge and spin: 0.0 kJ/mol
Molar mass: 362.37 g mol⁻¹
Frontier orbital gap (spin up / spin down): 6.13 / 6.12 eV
2S+1: 1
LUMO level (spin up / spin down): -10.36 / -10.37 eV
Total charge: +2



Record 5
Density functional theory data (wB97M-V/def2-TZVPD) for a 4-piece molecular cluster, H8O3S2 overall in a non-equilibrium geometry.

Atoms and positions in Å:
O  2.0135  0.3253  -2.3092
O  -0.3907  -0.4235  4.2010
O  4.7766  1.8177  -0.2401
H  2.4512  -0.0453  -3.0837
S  -2.6555  0.2384  -0.4252
H  -0.9245  -1.1422  4.5653
S  -1.0197  -1.2014  -0.5260
H  4.6057  2.5948  0.2976
H  -1.7074  1.1835  -0.5879
H  0.4341  -0.6084  4.6898
H  3.9559  1.3251  -0.3333
H  -1.8819  -2.3205  -0.6113
H  1.0652  0.2121  -2.4654

## Properties
ΔE to the lowest compared entry with this formula, charge and spin: 89.9 kJ/mol
Molar mass: 120.19 g mol⁻¹
Frontier orbital gap: 8.66 eV
SMILES: SS.O.O.O
2S+1: 1
LUMO level: -0.11 eV



Record 6
Density functional theory data (wB97M-V/def2-TZVPD) for a single C8H17OPS2 molecule in a non-equilibrium geometry.

Atoms and positions in Å:
C  2.2426  1.3039  0.3962
C  2.5173  -0.8839  1.3267
H  -0.0517  -2.3843  0.3807
O  -2.6761  -0.0829  -1.7071
H  2.2454  -0.7190  2.4968
C  2.0369  -0.6005  -1.1453
H  3.0770  1.3868  -0.3097
S  -2.2310  -1.5655  0.3447
H  -0.1203  1.8999  0.4797
H  -4.8759  1.5885  0.5355
H  3.1156  -0.4034  -1.2927
H  -5.6296  0.4210  -0.6520
H  -0.2252  -1.3310  -1.2030
C  -2.9945  -0.0282  -0.3422
H  0.0656  -0.1695  1.7007
S  -2.2131  1.4107  0.4425
C  -0.5707  1.0546  -0.0837
H  2.6398  -1.8764  1.2332
P  -4.9363  0.1190  0.5095
C  1.6630  -0.1649  0.3073
H  1.5945  2.1249  0.2162
H  -3.4137  0.0780  -2.2178
H  -0.3498  1.1374  -1.1371
H  2.5443  1.5182  1.4141
C  0.1539  -0.1724  0.5850
H  1.5636  -0.0348  -1.9944
C  -0.4553  -1.4357  -0.0702
H  1.7410  -1.6699  -1.2875
H  3.5425  -0.5205  1.0739

## Properties
ΔE to the lowest compared entry with this formula, charge and spin: 164.3 kJ/mol
Molar mass: 224.33 g mol⁻¹
Frontier orbital gap: 8.68 eV
SMILES: CC(C)(C)[C@H]1CS[C@](O)(P)SC1
2S+1: 1
LUMO level: 0.60 eV



Record 7
Density functional theory data (wB97M-V/def2-TZVPD) for a 8-piece molecular cluster, C42H92F6N11O6P overall in a non-equilibrium geometry.

Atoms and positions in Å:
H  -0.6935  2.2852  -4.6498
H  7.2091  2.3843  -3.5489
C  2.7379  2.8715  -0.4507
C  5.8825  4.6073  4.1559
H  4.3997  -0.2710  0.0343
H  0.9213  -3.7334  2.9208
C  -7.5536  -4.3950  -2.6636
F  0.2519  -1.1445  -1.9242
O  -3.5105  -0.7136  -3.5451
H  7.9804  7.3267  4.9369
C  -7.8208  -2.3449  -1.3233
H  -2.8097  0.7642  -4.8277
C  -3.6434  0.0712  -4.7153
C  6.7212  1.9070  -2.7119
H  2.6779  -2.4570  -4.9273
H  0.7921  -2.8723  5.5999
H  -4.5970  -4.5353  5.9297
C  -3.7947  -4.2534  -3.4903
C  4.6895  -1.7619  -1.5100
H  -2.5999  -2.9503  5.5287
H  6.7212  4.5186  -2.0459
H  6.9532  4.4284  4.0571
H  0.9862  2.5342  -4.9715
C  -2.2365  -3.9910  -1.4615
O  -3.6321  2.5482  2.6956
N  -0.9014  2.8061  2.7390
H  -2.0247  -7.0645  4.4659
N  6.5332  2.5563  -1.5118
H  -0.4687  -2.4378  -6.3906
H  1.6715  2.8815  -0.2256
C  -0.4549  -4.4063  0.3184
C  -3.1017  3.3383  1.5679
F  -0.2567  -0.9949  0.3733
C  -6.9380  -1.0939  -1.1573
H  4.6939  6.3072  5.2374
N  5.3557  4.5058  2.6744
H  -4.5131  -5.0424  4.2129
C  -0.2467  2.8668  -6.7825
H  -1.7406  1.7004  0.9630
H  -5.1581  3.7482  3.3461
H  -2.5104  -2.6117  -4.4039
H  -0.6233  3.8800  -6.6420
H  -2.4128  -2.9640  -1.1775
H  0.2897  2.0161  6.9362
F  1.8082  -0.0685  0.7480
C  0.4886  1.5468  4.3596
O  -0.5887  1.3804  5.2240
H  4.1411  -1.3612  -2.3625
H  -3.0637  4.3855  1.8679
C  -1.7625  -6.0437  4.7016
H  3.7259  5.2503  0.4029
H  -7.7329  -2.9248  -0.4046
H  -4.5243  0.7048  -4.8184
H  1.0402  2.0363  2.2872
C  -0.3014  1.1902  6.5405
C  5.6868  5.9629  4.9479
H  1.4516  -2.0923  3.3086
H  -5.3807  0.7264  -2.3462
C  -1.2043  -5.9402  -1.5216
C  1.0519  -0.0820  -4.7537
C  -4.6963  0.2032  -1.6784
N  -2.7611  -4.7090  -2.5423
H  7.4919  8.5030  3.8004
H  -4.3462  -5.0972  -3.9051
C  3.2953  4.5899  1.1556
H  0.6282  2.9885  -7.4211
H  5.4678  1.8300  0.3144
H  -0.0212  0.1696  6.8014
H  -0.4492  -6.6255  -1.1660
C  -2.1038  -3.8666  5.2450
H  2.2306  4.8174  1.2091
H  -5.1823  2.0244  3.8169
F  1.5737  -2.1265  -0.4144
H  3.2828  4.1408  3.2893
C  1.6477  -2.4971  -4.5733
H  -4.3732  -6.2934  5.4528
H  6.1751  5.9079  5.9208
H  -6.6689  -4.9481  -2.3482
C  -0.5149  -5.3241  4.6071
C  6.8191  3.9057  -1.1499
H  1.7620  -2.3702  -3.4968
C  -0.6272  -0.2113  -6.1714
H  2.9720  1.8724  -0.8184
H  5.8244  5.2168  2.1316
H  4.0262  -2.4538  -0.9910
C  0.0694  2.1468  -5.4160
H  1.8503  0.2587  -4.1111
H  -0.2547  0.8404  2.4705
C  0.6147  -2.7880  3.3684
H  -0.6221  -3.3900  0.6751
C  7.3792  7.4446  4.0354
F  0.3205  0.9644  -0.7380
H  -0.8222  -5.0142  1.1453
H  5.6161  3.6377  4.5766
H  -3.4830  -0.6962  -5.4726
H  5.4814  -2.4055  -1.8931
C  0.0489  -2.8358  4.8035
H  1.1261  0.6635  4.3200
H  6.4240  -0.2762  -3.2234
H  0.6223  -4.5562  0.2471
N  0.8687  -1.3990  -5.0602
H  -8.8605  -2.0337  -1.4239
H  -3.8077  -3.0997  -5.4069
H  -3.7786  3.1376  0.7375
H  5.5983  3.5869  2.3326
H  -4.9919  -1.8068  -0.9817
C  6.3357  0.5863  -2.5794
C  5.8275  1.7044  -0.6962
H  -0.5818  -2.0052  5.1202
N  5.6757  0.5014  -1.3440
C  5.1910  -0.6678  -0.6019
N  -1.2172  -4.7180  -0.8781
H  -8.4033  -4.9281  -2.2371
O  6.0331  7.1206  4.2102
H  -2.4387  -4.1614  -5.2435
H  1.1070  -3.4010  -4.8538
C  -3.3091  -0.0346  -2.2785
N  -2.7019  -5.0704  5.1142
C  -3.0910  -3.4905  -4.6846
N  -0.7808  -3.9619  4.8881
N  -5.4656  -1.1778  -1.6141
O  -7.3762  -2.9982  -2.5334
C  -4.9691  2.7280  3.0122
H  1.1200  2.2831  4.8568
H  -1.0267  2.2800  -7.2676
H  -0.1091  -2.3228  2.6993
H  -2.5832  -0.4831  -1.6003
H  -2.4806  -6.6883  -3.2195
H  6.0588  -1.0134  -0.0402
C  3.8018  4.7646  2.5615
H  -1.2132  1.3545  7.1146
H  7.8504  3.8788  -0.7981
H  -7.5560  -4.6010  -3.7339
H  -4.6119  -3.7356  -2.9883
H  -1.0373  3.3314  0.6909
H  -5.7158  2.3954  2.2911
H  -6.8497  -0.8366  -0.1018
H  -4.7343  0.6070  -0.6667
C  -4.1666  -5.2475  5.2258
C  0.1739  1.7529  2.8850
C  -1.6624  2.7196  1.3413
H  -7.3138  -0.2573  -1.7465
N  0.1381  0.7002  -5.4511
P  1.0016  -0.5870  -0.5842
F  2.2683  -0.3690  -1.4568
H  -1.6863  2.6307  3.3499
H  3.6212  5.7779  2.9202
H  6.0663  4.1670  -0.4062
C  -2.1852  -5.9108  -2.5305
O  3.5847  3.2670  0.6906
H  -1.4677  0.1074  -6.7700
H  -2.8457  0.9113  -2.5592
H  2.8403  3.5726  -1.2789
H  -0.5735  3.7318  2.9749
H  -5.5225  -1.5657  -2.5449
H  0.4607  -5.5272  4.1908
C  -0.2080  -1.4924  -5.9381
H  7.8157  6.8682  3.2197

## Properties
ΔE to the lowest compared entry with this formula, charge and spin: 355.2 kJ/mol
Molar mass: 992.23 g mol⁻¹
Frontier orbital gap: 8.51 eV
2S+1: 1
LUMO level: -11.82 eV
Total charge: +6



- Which value of 2S+1 does entry 7 give?
  1



- Which of these has the highest molar mass?
  C42H92F6N11O6P



- What is the molar mass in the sixth record?
  224.33 g mol⁻¹